#1
Below is a single C5H7Cl molecule, with properties calculated with ωB97M-V with the def2-TZVPD basis set.

Last columns: bonded neighbours and bond lengths (Å).
CARTESIAN COORDINATES (ANGSTROEM)
1 Cl 0.332 2.025 1.694  C5 1.903
2 C -0.271 -1.961 -1.735  C4 1.313, C6 1.503, H8 1.107
3 C -0.518 -0.209 0.146  C5 1.313, C6 1.515, H10 1.176
4 C 0.512 -2.681 -0.966  C2 1.313, H9 1.107, H13 1.197
5 C 0.188 0.898 0.168  Cl1 1.903, C3 1.313, H11 1.035
6 C -0.689 -0.581 -1.313  C2 1.503, C3 1.515, H7 1.304, H12 1.122
7 H 0.250 0.273 -1.612  C6 1.304
8 H -0.643 -2.352 -2.702  C2 1.107
9 H 0.826 -2.035 -0.124  C4 1.107
10 H -1.248 -0.472 1.030  C3 1.176
11 H 0.799 1.350 -0.534  C5 1.035
12 H -1.678 -0.133 -1.592  C6 1.122
13 H 0.718 -3.856 -1.072  C4 1.197

The value obtained for the LUMO energy is 1.0 eV. The value obtained for the HOMO energy is -9.754 eV. Its frontier orbital gap is 10.786 eV. As for the SMILES: C=CC/C=C/Cl.

=====

#2
Below is a single C5H7Cl molecule, with properties calculated with ωB97M-V with the def2-TZVPD basis set.

Last columns: bonded neighbours and bond lengths (Å).
CARTESIAN COORDINATES (ANGSTROEM)
1 Cl 0.345 3.353 1.825  C5 1.635
2 C 0.513 -1.223 -1.134  C3 1.572, C6 1.491, H7 1.069, H11 1.028
3 C -0.073 -0.570 0.170  C2 1.572, C4 1.461, C6 1.503, H10 1.039
4 C 0.103 0.879 0.235  C3 1.461, C5 1.700, H12 1.136
5 C 0.286 1.725 1.698  Cl1 1.635, C4 1.700, H13 1.045
6 C -0.958 -1.105 -0.920  C2 1.491, C3 1.503, H8 1.092, H9 1.046
7 H 1.036 -2.137 -0.952  C2 1.069
8 H -1.547 -0.449 -1.563  C6 1.092
9 H -1.454 -2.003 -0.715  C6 1.046
10 H 0.196 -0.992 1.081  C3 1.039
11 H 0.859 -0.433 -1.693  C2 1.028
12 H -0.059 1.692 -0.542  C4 1.136
13 H 0.753 1.263 2.511  C5 1.045

The value obtained for the LUMO energy (alpha / beta) is 0.6 / 0.6 eV. The value obtained for the HOMO energy (alpha / beta) is -7.716 / -7.612 eV. Its frontier orbital gap (alpha / beta) is 8.270 / 8.199 eV. As for the SMILES: Cl/C=C/C1CC1.

=====

#3
Below is 2 unconnected molecules or ions with the total composition C5H7Cl, with properties calculated with ωB97M-V with the def2-TZVPD basis set.

Last columns: bonded neighbours and bond lengths (Å).
CARTESIAN COORDINATES (ANGSTROEM)
1 Cl -0.351 1.668 -0.176  C4 1.709
2 C 2.378 -0.865 -0.231  C6 1.388, H8 1.175, H9 1.095
3 C -1.792 -1.665 -0.240  C5 1.332, H7 1.110
4 C 0.039 0.009 -0.050  Cl1 1.709, C5 1.566, C6 1.535, H10 1.045
5 C -1.332 -0.595 0.407  C3 1.332, C4 1.566, H13 1.301
6 C 1.400 -0.311 0.584  C2 1.388, C4 1.535, H11 1.137
7 H -2.663 -2.027 0.344  C3 1.110
8 H 2.253 -1.470 -1.230  C2 1.175
9 H 3.387 -1.047 0.154  C2 1.095
10 H 0.246 -0.286 -1.030  C4 1.045
11 H 1.851 -0.037 1.591  C6 1.137
12 H -1.263 -2.740 -1.103  no bonds
13 H -2.010 -0.190 1.441  C5 1.301

The value obtained for the LUMO energy is 0.8 eV. The value obtained for the HOMO energy is -9.895 eV. Its frontier orbital gap is 10.692 eV.

=====

Verdict on stability: #3 comes out at the bottom.

=====

#1
Below is 3 unconnected molecules or ions with the total composition C2H6N2O4, with properties calculated with ωB97M-V with the def2-TZVPD basis set.

Last columns: bonded neighbours and bond lengths (Å).
CARTESIAN COORDINATES (ANGSTROEM)
1 O 1.536 1.331 -3.025  N5 1.317, H11 1.044
2 O -1.825 0.106 2.876  C8 1.184
3 O 0.246 2.948 -2.358  N5 1.196
4 O -0.305 -1.867 0.288  C7 1.407, H13 0.895
5 N 1.212 2.606 -2.975  O1 1.317, O3 1.196
6 N 0.252 -0.632 -1.592  C7 1.251, H9 1.082
7 C -0.343 -0.698 -0.493  O4 1.407, N6 1.251, H10 1.046
8 C -0.977 -0.138 3.667  O2 1.184, H12 1.127, H14 1.134
9 H 0.856 -1.502 -1.812  N6 1.082
10 H -0.854 0.116 -0.081  C7 1.046
11 H 1.020 0.609 -2.476  O1 1.044
12 H -1.116 -0.068 4.783  C8 1.127
13 H 0.215 -2.470 -0.120  O4 0.895
14 H 0.083 -0.340 3.318  C8 1.134

The value obtained for the LUMO energy is 0.4 eV. The value obtained for the HOMO energy is -9.537 eV. Its frontier orbital gap is 9.904 eV. As for the SMILES: [H]/N=C\O.O=NO.C=O.

=====

#2
Below is 2 unconnected molecules or ions with the total composition C2H6N2O4, with properties calculated with ωB97M-V with the def2-TZVPD basis set.

Last columns: bonded neighbours and bond lengths (Å).
CARTESIAN COORDINATES (ANGSTROEM)
1 O 0.233 0.646 -1.031  N6 1.186
2 O 0.089 0.668 1.040  N6 1.218
3 O -0.531 -1.634 0.060  N5 1.219
4 O 1.045 -2.272 1.350  N5 1.186
5 N 0.625 -1.627 0.447  O3 1.219, O4 1.186, C8 1.482
6 N -0.413 0.838 -0.056  O1 1.186, O2 1.218, C7 1.463
7 C -1.812 1.263 -0.104  N6 1.463, H9 1.090, H11 1.090, H14 1.090
8 C 1.617 -0.750 -0.218  N5 1.482, H10 1.090, H12 1.090, H13 1.090
9 H -2.486 0.663 0.509  C7 1.090
10 H 2.601 -1.219 -0.189  C8 1.090
11 H -1.816 2.221 0.416  C7 1.090
12 H 1.468 0.250 0.189  C8 1.090
13 H 1.417 -0.554 -1.271  C8 1.090
14 H -2.036 1.509 -1.142  C7 1.090

The value obtained for the LUMO energy is -0.3 eV. The value obtained for the HOMO energy is -10.498 eV. Its frontier orbital gap is 10.175 eV. As for the SMILES: C[N+](=O)[O-].C[N+](=O)[O-].

=====

#3
Below is 2 unconnected molecules or ions with the total composition C2H6N2O4, with properties calculated with ωB97M-V with the def2-TZVPD basis set.

Last columns: bonded neighbours and bond lengths (Å).
CARTESIAN COORDINATES (ANGSTROEM)
1 O -1.488 1.216 -0.410  C8 1.236
2 O -0.538 0.009 1.205  C7 1.435, C8 1.371
3 O -1.704 -0.689 -2.152  N5 1.425, H9 1.033
4 O 0.202 -1.683 -2.217  N5 1.186
5 N -0.598 -1.255 -1.454  O3 1.425, O4 1.186
6 N 0.811 1.069 -0.379  C8 1.362, H13 1.051, H14 0.960
7 C 0.695 -0.301 1.870  O2 1.435, H10 1.106, H11 1.121, H12 1.058
8 C -0.440 0.768 0.067  O1 1.236, O2 1.371, N6 1.362
9 H -2.202 -0.091 -1.472  O3 1.033
10 H 1.137 0.535 2.444  C7 1.106
11 H 1.379 -0.942 1.257  C7 1.121
12 H 0.219 -0.918 2.585  C7 1.058
13 H 0.869 1.425 -1.366  N6 1.051
14 H 1.657 0.857 0.023  N6 0.960

The value obtained for the LUMO energy is 0.2 eV. The value obtained for the HOMO energy is -10.273 eV. Its frontier orbital gap is 10.493 eV. As for the SMILES: COC(N)=O.O=NO.

=====

Verdict on stability: #2 comes out at the bottom.